# 1
# C10H18Cl2HfO

A structure of composition C10H18Cl2HfO in a non-equilibrium geometry (ωB97M-V with the def2-TZVPD basis set, OMol25).

```
32
Properties=species:S:1:pos:R:3
Hf 2.38852 -0.05020 -0.18274
Cl 2.13953 -2.39375 -0.21354
Cl 3.06973 1.67424 1.30810
C 4.38971 -0.59252 -0.00589
H 5.22183 -0.15865 0.54342
H 4.71168 -1.42696 -0.64869
C -1.07366 1.36414 -0.69227
C 0.02422 0.91717 -1.22866
H -1.02613 2.17555 0.04772
C 0.02448 -0.22465 -2.22532
H 0.94237 1.57563 -1.21638
C -1.32351 -0.36529 -2.95400
H 0.81825 -0.10703 -2.97269
H 0.23064 -1.18015 -1.71295
C -2.53168 -0.29891 -2.00862
H -1.40644 0.47531 -3.65308
H -1.34351 -1.27541 -3.56328
C -2.45237 0.89406 -1.02701
H -3.44494 -0.20596 -2.62149
H -2.61495 -1.24160 -1.44993
H -3.05861 1.70646 -1.45822
H -2.98202 0.60685 -0.10820
C 0.66804 -1.00317 3.47874
C 0.23257 -0.18735 2.33409
C -0.96709 0.64990 2.39990
O 0.88104 -0.26137 1.25743
H 0.04907 -0.77588 4.34479
H 1.71808 -0.80364 3.72499
H 0.56375 -2.06758 3.23323
H -0.78788 1.64310 1.97826
H -1.78964 0.17196 1.85179
H -1.27109 0.76568 3.44054
```

HOMO-LUMO gap in eV: 5.042
LUMO in eV: -0.62
Total charge: 0
Energy in eV: -39059.6898
Energy relative to the best compared isomer or geometry (same formula, charge and spin) in kJ/mol: 314.78

# 2
# C4H11NO

An isolated molecule of C4H11NO in a non-equilibrium geometry (ωB97M-V with the def2-TZVPD basis set, OMol25).

```
17
Properties=species:S:1:pos:R:3
C -1.30815 1.31235 1.22821
C -0.92117 0.51137 -0.00595
O -2.11592 -0.28472 -0.32929
C 0.30950 -0.30630 0.30150
C 1.10465 -0.70688 -0.96307
N 2.32931 -1.37566 -0.74157
H -1.39561 0.67081 2.10672
H -2.30231 1.82835 1.03873
H -0.69967 2.24190 1.33535
H -0.68166 1.09945 -0.83715
H -2.38673 -0.70858 0.45520
H 0.93243 0.46119 0.68697
H 0.05931 -1.19163 0.89253
H 0.43798 -1.43360 -1.38483
H 1.16614 0.18703 -1.62286
H 2.90069 -0.53787 -0.53314
H 2.57121 -1.76720 -1.62734
```

HOMO-LUMO gap in eV: 10.614
LUMO in eV: 0.99
Total charge: 0
Energy in eV: -7862.8692
Energy relative to the best compared isomer or geometry (same formula, charge and spin) in kJ/mol: 162.52

# 3
# C22H57N9O9

A cluster of 9 separate species, C22H57N9O9 in total in a non-equilibrium geometry (ωB97M-V with the def2-TZVPD basis set, OMol25).

```
97
Properties=species:S:1:pos:R:3
C 15.66302 8.34808 10.37177
O 16.89447 8.96326 10.08124
C 17.94730 8.04536 9.91748
C 19.05353 8.63858 9.09921
C 18.58604 9.16435 7.77146
N 20.19941 7.61379 8.90024
H 15.66207 7.67813 11.23809
H 15.37959 7.69429 9.54704
H 14.91698 9.15320 10.42501
H 18.35057 7.76956 10.90863
H 17.57327 7.13838 9.44021
H 19.58270 9.42081 9.66507
H 18.14038 8.34491 7.20237
H 19.49400 9.52390 7.30466
H 17.87775 9.99052 7.79132
H 20.57812 7.36876 9.79655
H 19.82850 6.84550 8.35076
C 10.25178 15.15021 14.77284
O 10.42325 14.09686 13.75619
C 9.24017 13.60956 13.26847
C 9.44982 12.40022 12.35868
C 10.08602 12.76995 11.05133
N 8.18476 11.66853 12.05986
H 9.77098 15.99153 14.28193
H 11.27920 15.33512 15.05951
H 9.58600 14.73747 15.53053
H 8.64849 13.35782 14.16084
H 8.70427 14.38968 12.70592
H 10.01086 11.65425 12.92312
H 9.31198 13.30112 10.47714
H 10.26775 11.82776 10.54463
H 10.94884 13.41849 11.19511
H 7.66053 12.31024 11.48359
H 7.59887 11.50387 12.87021
C 11.89728 8.27834 8.92623
C 12.27472 7.45175 7.70727
N 13.49836 7.73054 7.15481
O 11.61704 6.51896 7.36996
H 10.84214 8.53481 8.93755
H 12.40319 9.24974 8.93105
H 12.02747 7.74415 9.86799
H 14.12888 8.44863 7.44005
H 13.77087 7.20424 6.33434
C 8.30996 8.18769 13.39662
C 8.23156 6.66107 13.25687
N 7.24719 6.25448 12.41459
O 8.98682 5.88721 13.83171
H 8.43535 8.37341 14.46204
H 7.45778 8.73159 13.02360
H 9.23197 8.53710 12.89713
H 7.32731 5.27259 12.20902
H 6.73049 6.87112 11.80376
C 10.13454 11.39814 16.14904
C 9.35482 11.82300 17.38032
N 9.25371 10.85782 18.35174
O 8.95547 12.94652 17.55587
H 10.03691 12.11479 15.32512
H 9.82148 10.42623 15.76958
H 11.18995 11.22308 16.36467
H 9.54265 9.91956 18.18145
H 8.66178 11.06084 19.14109
C 15.44536 12.29638 11.42296
C 16.95758 12.49210 11.54926
N 17.62792 11.31965 11.84495
O 17.47224 13.53744 11.60110
H 15.14265 12.80227 10.51288
H 14.83562 12.85855 12.11583
H 15.12831 11.27355 11.25982
H 17.27112 10.45032 11.47560
H 18.61309 11.45031 11.73906
C 14.15270 9.00729 17.01546
C 15.44481 8.35857 16.45719
N 16.51460 9.08442 16.84262
O 15.48696 7.30866 15.84431
H 13.78456 8.18346 17.60188
H 13.40746 9.10484 16.22429
H 14.28076 9.95477 17.54221
H 17.39878 8.83814 16.41685
H 16.44569 9.91708 17.38851
C 16.21629 12.59949 15.58267
C 14.79578 12.30809 15.18398
N 13.89473 13.21324 15.60462
O 14.44827 11.27573 14.66227
H 16.80788 12.09162 14.82946
H 16.55384 12.19271 16.53930
H 16.52919 13.63710 15.44260
H 12.92656 13.13628 15.31094
H 14.18517 14.16112 15.72193
C 12.00570 9.64497 12.52276
C 13.00087 8.50116 12.57092
N 14.09885 8.68810 13.38070
O 12.78415 7.49808 11.97689
H 11.38230 9.57634 11.63844
H 12.42575 10.64730 12.65776
H 11.38908 9.56645 13.43621
H 14.63190 7.83450 13.40974
H 14.18330 9.35969 14.12796
```

HOMO-LUMO gap in eV: 9.704
LUMO in eV: 0.26
Total charge: 0
Energy in eV: -55579.2476

- total charge of number 2 (C4H11NO)?
  0

- The lowest energy belongs to which entry?
  C22H57N9O9